# C24H34MoN6O3SSi

A structure of composition C24H34MoN6O3SSi (ωB97M-V/def2-TZVPD, OMol25).

CARTESIAN COORDINATES (ANGSTROEM)
Mo: -0.175 -0.427 0.759
S: 2.325 -0.064 4.610
C: 0.607 0.168 5.065
C: -0.178 -0.040 3.978
C: 0.477 -0.294 2.769
C: 1.812 -0.532 3.057
C: 2.668 -1.047 2.019
C: 3.965 -1.510 2.134
C: 4.577 -2.187 1.051
C: 3.801 -2.339 -0.118
C: 2.470 -1.935 -0.144
N: 1.880 -1.387 0.933
H: 0.285 0.622 6.036
H: -1.245 0.016 3.966
H: 4.450 -1.252 3.132
H: 5.573 -2.543 1.145
H: 4.249 -2.885 -0.959
H: 1.880 -2.249 -0.977
N: -0.181 -0.188 -1.539
C: 0.244 1.187 -1.931
C: -0.905 1.912 -2.632
C: -0.362 2.549 -3.917
C: 0.647 3.690 -3.645
N: 1.861 3.586 -4.429
C: 3.078 3.950 -3.984
N: 3.466 4.019 -2.693
N: 3.994 4.247 -4.958
C: 0.765 2.028 -0.657
O: 1.204 3.216 -0.731
O: 0.800 1.386 0.459
H: 0.528 -0.892 -1.834
H: -1.065 -0.447 -2.017
H: 1.184 1.133 -2.576
H: -1.292 2.721 -1.978
H: -1.755 1.178 -2.879
H: -1.204 2.860 -4.554
H: 0.075 1.768 -4.563
H: 0.916 3.661 -2.559
H: 0.163 4.694 -3.864
H: 1.861 3.602 -5.431
H: 2.822 3.655 -1.957
H: 4.427 3.951 -2.403
H: 3.828 3.951 -5.928
H: 4.960 4.337 -4.697
C: -0.177 -4.830 1.700
Si: -1.163 -3.758 0.591
C: -1.631 -4.877 -0.914
C: -2.456 -3.278 1.829
O: -0.477 -2.309 -0.032
H: -0.788 -5.690 1.917
H: 0.002 -4.332 2.624
H: 0.810 -5.083 1.281
H: -2.188 -5.730 -0.428
H: -0.676 -5.316 -1.270
H: -2.148 -4.415 -1.764
H: -3.164 -4.135 1.894
H: -3.175 -2.414 1.716
H: -2.044 -3.164 2.840
N: -1.791 -0.096 1.277
C: -2.941 0.449 1.869
C: -3.011 1.480 2.826
C: -4.229 1.955 3.290
C: -5.471 1.499 2.733
C: -5.415 0.406 1.838
C: -4.157 -0.070 1.383
H: -2.056 1.931 3.168
H: -4.250 2.777 4.013
H: -6.435 1.909 3.040
H: -6.385 0.054 1.445
H: -4.064 -0.829 0.575

Summary:
Total charge   +2
2S+1   1
DFT total energy   -61079.965 eV
E_LUMO (alpha / beta)   -7.284 / -7.284 eV

Want to see where the charge sits? The Löwdin charges in e are: atom 1 (Mo): 1.828, atom 2 (S): 1.113, atom 3 (C): -0.295, atom 4 (C): -0.223, atom 5 (C): -0.282, atom 6 (C): -0.539, atom 7 (C): -0.265, atom 8 (C): 0.015, atom 9 (C): 0.011, atom 10 (C): -0.026, atom 11 (C): -0.117, atom 12 (N): -0.034, atom 13 (H): 0.106, atom 14 (H): 0.078, atom 15 (H): 0.139, atom 16 (H): 0.112, atom 17 (H): 0.123, atom 18 (H): 0.093, atom 19 (N): -0.026, atom 20 (C): -0.254, atom 21 (C): -0.146, atom 22 (C): -0.176, atom 23 (C): -0.148, atom 24 (N): 0.081, atom 25 (C): -0.375, atom 26 (N): 0.220, atom 27 (N): 0.185, atom 28 (C): -0.488, atom 29 (O): 0.005, atom 30 (O): -0.141, atom 31 (H): 0.098, atom 32 (H): 0.119, atom 33 (H): 0.169, atom 34 (H): 0.140, atom 35 (H): 0.146, atom 36 (H): 0.120, atom 37 (H): 0.120, atom 38 (H): 0.086, atom 39 (H): 0.159, atom 40 (H): 0.152, atom 41 (H): 0.105, atom 42 (H): 0.132, atom 43 (H): 0.141, atom 44 (H): 0.122, atom 45 (C): -0.174, atom 46 (Si): 0.359, atom 47 (C): -0.160, atom 48 (C): -0.182, atom 49 (O): -0.508, atom 50 (H): 0.050, atom 51 (H): 0.020, atom 52 (H): 0.047, atom 53 (H): 0.052, atom 54 (H): 0.033, atom 55 (H): 0.023, atom 56 (H): 0.056, atom 57 (H): 0.011, atom 58 (H): 0.039, atom 59 (N): -0.114, atom 60 (C): -0.326, atom 61 (C): -0.045, atom 62 (C): -0.049, atom 63 (C): -0.028, atom 64 (C): -0.044, atom 65 (C): -0.038, atom 66 (H): 0.123, atom 67 (H): 0.118, atom 68 (H): 0.116, atom 69 (H): 0.120, atom 70 (H): 0.118